Entry 1:
DFT (ωB97M-V/def2-TZVPD) results for a single C3H3NO2S2 molecule.

## Properties
F_max ... 3.62 eV/A
E_LUMO ... 0.09 eV
Energy above the lowest of the compared OMol25 structures with the same formula, charge and spin ... 96.3 kJ/mol
SMILES ... O=C=N[C@H](S)C(=O)S

Bonds (Å) are listed after each position.
Positions of all 11 atoms, in Å:
1 O 3.044 -0.282 -0.200  C2 1.166
2 C 1.978 0.188 -0.223  O1 1.166, N3 1.247
3 N 1.071 1.039 -0.317  C2 1.247, C4 1.393
4 C -0.273 0.752 -0.543  N3 1.393, S5 1.777, C6 1.573, H9 1.110
5 S -1.231 1.834 0.489  C4 1.777, H10 1.319
6 C -0.353 -0.753 -0.090  C4 1.573, O7 1.222, S8 1.677
7 O 0.713 -1.291 0.165  C6 1.222
8 S -1.974 -1.163 0.044  C6 1.677, H11 1.432
9 H -0.531 0.822 -1.621  C4 1.110
10 H -0.806 1.240 1.587  S5 1.319
11 H -1.639 -2.386 0.709  S8 1.432

The net atomic charges from Löwdin, expressed in e, are: O 0.1723; C -0.3701; N 0.0388; C -0.7392; S 0.7848; C -0.8307; O 0.0485; S 0.8984; H 0.1280; H -0.1111; H -0.0197

Entry 2:
DFT (ωB97M-V/def2-TZVPD) results for a single C4H14N4 molecule.

## Properties
F_max ... 5.28 eV/A
E_LUMO ... 1.07 eV
Energy above the lowest of the compared OMol25 structures with the same formula, charge and spin ... 317.8 kJ/mol
SMILES ... CCN(N)C(C)(N)N

Bonds (Å) are listed after each position.
Positions of all 22 atoms, in Å:
1 C -2.502 -0.425 1.052  C2 1.514, H9 1.091, H10 1.097, H11 1.094
2 C -1.356 0.489 0.674  C1 1.514, N3 1.698, H12 1.093, H13 1.091
3 N -0.074 -0.498 0.157  C2 1.698, N4 1.419, C5 1.474
4 N 0.427 -1.600 0.897  N3 1.419, H14 1.024, H15 1.019
5 C 0.907 0.360 -0.532  N3 1.474, C6 1.535, N7 1.449, N8 1.435
6 C 1.598 -0.384 -1.683  C5 1.535, H16 1.096, H17 1.094, H18 1.093
7 N 0.139 1.477 -1.043  C5 1.449, H19 1.015, H20 1.015
8 N 1.858 0.868 0.415  C5 1.435, H21 1.016, H22 1.014
9 H -2.219 -1.141 1.826  C1 1.091
10 H -3.347 0.166 1.423  C1 1.097
11 H -2.866 -0.971 0.177  C1 1.094
12 H -1.798 1.297 0.085  C2 1.093
13 H -0.886 0.955 1.540  C2 1.091
14 H -0.311 -1.948 1.517  N4 1.024
15 H 0.671 -2.355 0.257  N4 1.019
16 H 1.997 0.317 -2.425  C6 1.096
17 H 2.443 -0.966 -1.303  C6 1.094
18 H 0.914 -1.076 -2.183  C6 1.093
19 H 0.427 2.434 -0.869  N7 1.015
20 H -0.405 1.330 -1.887  N7 1.015
21 H 2.671 0.295 0.626  N8 1.016
22 H 1.712 1.376 1.280  N8 1.014

The net atomic charges from Löwdin, expressed in e, are: C -0.1344; C -0.1579; N -0.1728; N 0.0265; C -0.6834; C -0.0357; N 0.0371; N 0.0721; H 0.0505; H 0.0712; H 0.0741; H 0.0870; H 0.0885; H 0.0610; H 0.0698; H 0.0763; H 0.0676; H 0.0760; H 0.0915; H 0.0933; H 0.0666; H 0.0752